{
  "formula": "C5H9N2",
  "method": "ωB97M-V with the def2-TZVPD basis set",
  "charge": 1,
  "lumo_ev": -5.003,
  "homo_ev": -13.85,
  "relative_energy_kj_mol": 461.69,
  "orbital_gap_ev": 8.844,
  "energy_ev": -8300.947,
  "symbols": ["N", "N", "C", "C", "C", "C", "C", "H", "H", "H", "H", "H", "H", "H", "H", "H"],
  "xyz": [[1.5525, -0.8190, -0.4851], [-0.5399, 1.1121, 0.5031], [-1.1489, 0.1527, 0.1062], [-2.4469, -0.4016, 0.1505], [0.2634, -1.0541, -0.6031], [0.8234, 1.4255, 0.0873], [1.7877, 0.2892, 0.3977], [-2.7096, -1.2755, 0.6956], [1.5580, -0.0953, 1.4079], [-2.7383, -0.6487, -0.8450], [2.2141, -1.4737, -0.8954], [-0.2153, -1.9414, -0.8909], [1.0955, 2.4408, 0.4802], [2.9439, 0.5131, 0.4303], [-3.2451, 0.2452, 0.4841], [0.8054, 1.5307, -1.0237]],
  "forces_ev_per_a": [[-4.4991, -1.4902, -0.9923], [-0.1316, 2.4178, 0.3128], [4.2474, -2.0523, -0.0087], [-2.4308, -0.3720, -0.5592], [-0.3973, 1.6521, 1.2169], [0.4121, 1.0617, -0.7897], [3.1575, 1.2141, 1.9075], [0.9534, -1.0942, 0.7971], [0.2694, 0.2619, -0.2492], [-0.1909, -0.2105, -1.0807], [0.4135, 0.1580, 0.4535], [0.4047, -1.5308, -1.3926], [0.0178, -1.3013, -0.0463], [-2.4761, 0.0915, -0.3828], [0.3062, 1.0448, 0.1449], [-0.0563, 0.1495, 0.6687]],
  "nbo_charge": [-0.460, -0.353, 0.459, -0.756, 0.155, -0.266, -0.266, 0.281, 0.237, 0.265, 0.449, 0.203, 0.267, 0.266, 0.295, 0.225]
}

{
  "formula": "C5H9N2O",
  "method": "ωB97M-V with the def2-TZVPD basis set",
  "charge": 1,
  "lumo_ev": [-6.651, -5.549],
  "homo_ev": [-12.23, -14.28],
  "relative_energy_kj_mol": 692.10,
  "orbital_gap_ev": [5.583, 8.732],
  "energy_ev": -10345.448,
  "symbols": ["O", "N", "N", "C", "C", "C", "C", "C", "H", "H", "H", "H", "H", "H", "H", "H", "H"],
  "xyz": [[-2.0272, 0.6543, 0.6705], [-0.8611, 0.1276, 0.6869], [2.3858, 0.6223, -0.0251], [-3.0286, 0.3530, -0.2952], [1.7192, 1.6415, -0.3005], [0.8516, -1.2594, -0.0081], [1.8183, -0.4999, 0.8048], [-0.4519, -0.8348, -0.1235], [-3.9195, 0.8649, 0.0626], [-2.7453, 0.7408, -1.2783], [-1.1142, -1.3275, -0.8330], [2.6496, -1.1150, 1.1425], [1.3038, -0.0418, 1.6520], [3.3442, 0.4139, -0.3180], [-3.2190, -0.7212, -0.3643], [2.0983, 2.4738, -0.8707], [1.1959, -2.0926, -0.6026]],
  "forces_ev_per_a": [[-0.2027, 0.3666, 0.4407], [1.3275, 0.6780, 0.6802], [0.3780, 0.0229, -0.1486], [-0.4501, -0.4554, -0.8636], [-0.5434, -0.1605, 0.1088], [0.0896, 0.1916, 0.1346], [-0.5880, -0.6741, 0.7119], [-0.6202, -0.7153, -0.8523], [0.1507, -0.0513, -0.0091], [0.0770, -0.0082, 0.1309], [-0.0055, 0.0961, 0.0533], [-0.0069, 0.0963, -0.0443], [0.2922, -0.0244, -0.1143], [-0.1281, 0.3412, -0.1374], [0.0346, 0.0960, 0.1188], [0.2421, 0.2500, -0.1331], [-0.0468, -0.0494, -0.0765]],
  "nbo_charge": [-0.221, 0.049, -0.508, -0.308, 0.207, -0.029, -0.313, -0.131, 0.240, 0.211, 0.223, 0.244, 0.269, 0.429, 0.204, 0.201, 0.233]
}

{
  "formula": "C5H9N2O",
  "method": "ωB97M-V with the def2-TZVPD basis set",
  "charge": 1,
  "smiles": "C[C@@]1(C=O)N=CC[NH2+]1",
  "lumo_ev": -3.896,
  "homo_ev": -13.99,
  "relative_energy_kj_mol": 364.28,
  "orbital_gap_ev": 10.096,
  "energy_ev": -10348.845,
  "symbols": ["O", "N", "N", "C", "C", "C", "C", "C", "H", "H", "H", "H", "H", "H", "H", "H", "H"],
  "xyz": [[-1.7965, 1.2477, 0.9586], [-0.6804, -0.8199, -0.1706], [0.9686, 0.8024, -0.6539], [-0.8018, -0.3419, -1.5620], [0.4214, 0.0672, 0.3927], [-0.6315, 1.4001, 1.2146], [1.3360, -0.6387, 1.4269], [0.3642, 0.6470, -1.7489], [-1.4821, -0.4450, 0.1863], [1.0352, -1.6045, 1.6327], [0.7411, 0.8984, -2.7303], [-0.2327, 2.1301, 1.7852], [-1.8941, 0.1138, -1.7554], [-0.5866, -1.8124, 0.0414], [-0.5477, -0.9863, -2.3663], [2.4966, -0.6341, 0.9900], [1.2901, -0.0238, 2.3592]],
  "forces_ev_per_a": [[1.0932, 0.5086, 0.4587], [2.8358, -0.0093, -1.8602], [1.6842, 0.2442, -0.5640], [-1.6761, 1.8411, -2.5010], [-1.1587, 2.1613, 3.1907], [-1.7774, -5.6614, -3.6861], [3.0873, 3.4529, -1.7584], [-0.9841, -1.2511, 1.5283], [-3.3904, 0.9766, 2.2767], [-0.6137, -2.0689, 0.4111], [-0.2039, 0.7114, 0.0567], [1.7704, 2.6257, 1.9350], [2.5906, -1.0138, 0.4684], [0.0542, 0.0198, -0.3669], [-0.5503, -1.7600, -0.2239], [-3.1673, -0.0703, 1.2965], [0.4061, -0.7070, -0.6616]],
  "nbo_charge": [-0.500, -0.547, -0.393, -0.329, 0.202, 0.478, -0.646, 0.139, 0.450, 0.223, 0.244, 0.174, 0.272, 0.455, 0.258, 0.272, 0.249]
}